1.
{"formula": "C41H68NO6PPt", "method": "ωB97M-V/def2-TZVPD", "species": ["Pt", "C", "C", "C", "C", "C", "C", "C", "N", "C", "C", "C", "C", "C", "C", "O", "C", "C", "C", "C", "C", "C", "C", "C", "C", "O", "C", "C", "C", "C", "C", "C", "H", "H", "H", "H", "H", "H", "H", "H", "H", "H", "H", "H", "H", "H", "H", "H", "H", "H", "H", "H", "H", "H", "H", "H", "H", "H", "H", "H", "H", "H", "H", "H", "H", "H", "H", "H", "H", "H", "H", "H", "C", "C", "C", "C", "C", "H", "H", "H", "H", "H", "H", "H", "H", "H", "H", "C", "C", "C", "C", "O", "P", "O", "O", "O", "C", "C", "C", "C", "H", "H", "H", "H", "H", "H", "H", "H", "H", "H", "H", "H", "H", "H", "H", "H", "H", "H"], "coordinates": [[-1.73, 1.97, 0.15], [1.76, -2.19, -4.73], [0.24, -2.27, -4.55], [-0.43, -2.33, -5.93], [-0.09, -3.57, -3.81], [-0.24, -1.04, -3.79], [-0.86, -1.12, -2.57], [-1.22, 0.04, -1.84], [-1.78, 0.10, -0.61], [-2.17, -0.84, 0.32], [-2.26, -2.23, 0.13], [-2.65, -3.08, 1.14], [-2.99, -2.51, 2.38], [-2.95, -1.15, 2.63], [-2.52, -0.28, 1.59], [-2.44, 1.01, 1.81], [-3.35, -0.57, 3.99], [-4.49, 0.45, 3.82], [-2.14, 0.11, 4.64], [-3.85, -1.65, 4.95], [-2.71, -4.60, 0.98], [-1.77, -5.27, 1.99], [-4.14, -5.10, 1.22], [-2.28, -5.04, -0.42], [-0.92, 1.33, -2.40], [-1.20, 2.43, -1.75], [-0.28, 1.41, -3.67], [0.02, 0.24, -4.32], [0.11, 2.78, -4.23], [0.81, 2.66, -5.59], [1.10, 3.46, -3.26], [-1.13, 3.66, -4.43], [2.13, -3.09, -5.24], [2.25, -2.11, -3.75], [2.05, -1.32, -5.31], [-0.08, -3.20, -6.49], [-0.21, -1.43, -6.52], [-1.52, -2.40, -5.83], [0.29, -4.42, -4.39], [-1.17, -3.70, -3.68], [0.38, -3.59, -2.83], [-1.01, -2.08, -2.12], [-2.02, -2.64, -0.83], [-3.30, -3.17, 3.18], [-4.19, 1.26, 3.17], [-4.77, 0.85, 4.80], [-5.37, -0.04, 3.39], [-1.71, 0.86, 3.99], [-1.37, -0.64, 4.87], [-2.44, 0.59, 5.58], [-4.72, -2.19, 4.55], [-4.15, -1.18, 5.89], [-3.07, -2.38, 5.18], [-2.04, -5.01, 3.01], [-0.74, -4.94, 1.83], [-1.81, -6.36, 1.89], [-4.48, -4.84, 2.22], [-4.19, -6.18, 1.10], [-4.83, -4.64, 0.50], [-1.26, -4.72, -0.65], [-2.94, -4.63, -1.19], [-2.32, -6.13, -0.49], [0.53, 0.29, -5.28], [1.74, 2.08, -5.52], [1.07, 3.66, -5.94], [0.17, 2.20, -6.34], [2.00, 2.85, -3.15], [0.66, 3.59, -2.28], [1.38, 4.44, -3.66], [-1.81, 3.20, -5.14], [-0.83, 4.64, -4.83], [-1.65, 3.81, -3.49], [-0.57, 3.25, 3.09], [-0.53, 4.23, 1.91], [-0.82, 5.64, 2.42], [0.89, 4.19, 1.31], [-1.52, 3.83, 0.84], [0.19, 3.51, 3.84], [-0.38, 2.24, 2.74], [-1.55, 3.25, 3.56], [-0.13, 5.93, 3.22], [-1.84, 5.70, 2.82], [-0.73, 6.37, 1.61], [1.65, 4.35, 2.09], [1.01, 4.97, 0.55], [1.08, 3.22, 0.84], [-1.79, 4.67, 0.18], [5.28, 2.80, 0.72], [4.72, 1.66, -0.13], [4.66, 2.08, -1.60], [5.58, 0.41, 0.04], [3.41, 1.45, 0.37], [2.42, 0.19, -0.01], [2.84, -0.36, -1.33], [1.06, 0.66, 0.31], [2.88, -0.92, 1.10], [2.36, -0.98, 2.44], [3.28, -1.96, 3.16], [0.93, -1.51, 2.42], [2.42, 0.38, 3.13], [6.29, 3.06, 0.40], [5.31, 2.50, 1.77], [4.64, 3.67, 0.63], [5.67, 2.26, -1.98], [4.07, 2.99, -1.69], [4.18, 1.29, -2.18], [6.60, 0.61, -0.31], [5.16, -0.42, -0.52], [5.63, 0.12, 1.10], [3.26, -2.93, 2.64], [2.95, -2.11, 4.19], [4.30, -1.59, 3.16], [0.89, -2.45, 1.87], [0.27, -0.80, 1.92], [0.57, -1.68, 3.44], [3.45, 0.74, 3.20], [2.00, 0.29, 4.14], [1.84, 1.12, 2.58]], "lowdin_spin": [0.179, 0.001, -0.001, 0.001, 0.000, 0.018, 0.049, 0.012, 0.291, -0.003, 0.049, 0.005, 0.067, 0.012, 0.061, 0.060, -0.002, 0.000, 0.000, 0.000, -0.002, 0.000, 0.000, 0.000, 0.088, 0.091, 0.017, 0.082, -0.002, 0.000, 0.000, 0.000, 0.000, 0.000, 0.000, 0.000, 0.001, 0.000, 0.000, 0.000, 0.000, 0.003, 0.004, 0.004, 0.000, 0.000, 0.000, 0.000, 0.000, 0.000, 0.000, 0.000, 0.000, 0.000, 0.000, 0.000, 0.000, 0.000, 0.000, 0.000, 0.000, 0.000, 0.004, 0.000, 0.000, 0.000, 0.000, 0.001, 0.000, 0.000, 0.000, 0.000, 0.015, 0.090, 0.017, 0.045, 0.653, 0.001, 0.001, 0.003, 0.001, 0.006, 0.000, 0.009, 0.002, 0.002, 0.052, 0.000, 0.000, 0.000, 0.000, 0.000, 0.000, 0.000, 0.004, 0.000, 0.000, 0.000, 0.001, 0.000, 0.000, 0.000, 0.000, 0.000, 0.000, 0.000, 0.000, 0.000, 0.000, 0.000, 0.000, 0.000, 0.000, 0.000, 0.000, 0.000, 0.000, 0.000], "energy_ev": -69936.9264, "lumo_ev": [4.161, 4.064], "gap_ha": [0.16949, 0.21166], "total_charge": -2, "spin_multiplicity": 3, "de_lowest_kcal_mol": 0.0}

=====

2.
{"formula": "C41H69BrN2O2Si4Sr", "method": "ωB97M-V/def2-TZVPD", "species": ["Sr", "C", "Si", "C", "C", "C", "Si", "C", "C", "C", "Si", "C", "C", "C", "C", "C", "C", "C", "N", "H", "H", "H", "H", "H", "H", "H", "H", "H", "H", "H", "H", "H", "H", "H", "H", "H", "H", "H", "H", "H", "H", "H", "H", "H", "H", "H", "H", "C", "C", "C", "C", "Si", "Br", "C", "C", "C", "C", "C", "C", "C", "C", "H", "H", "H", "H", "H", "H", "H", "H", "H", "H", "H", "H", "H", "H", "H", "H", "H", "H", "H", "H", "H", "H", "H", "H", "H", "H", "H", "C", "C", "C", "C", "C", "C", "N", "C", "C", "C", "C", "C", "C", "C", "O", "O", "C", "C", "H", "H", "H", "H", "H", "H", "H", "H", "H", "H", "H", "H", "H", "H"], "coordinates": [[1.94, 0.33, 0.00], [4.00, -1.27, 2.27], [5.22, -0.42, 1.10], [5.66, -1.78, -0.13], [6.82, -0.11, 2.04], [4.48, 1.07, 0.34], [5.14, 1.53, -1.31], [7.02, 1.60, -1.42], [4.55, 3.23, -1.90], [4.57, 0.39, -2.71], [4.39, 2.50, 1.44], [5.94, 3.56, 1.62], [3.86, 2.13, 3.22], [2.99, 3.67, 0.87], [3.10, 5.05, 0.99], [2.07, 5.88, 0.60], [0.92, 5.30, 0.09], [0.86, 3.92, 0.01], [1.86, 3.10, 0.38], [4.45, -2.16, 2.72], [3.11, -1.65, 1.74], [3.65, -0.63, 3.09], [6.08, -2.62, 0.41], [6.40, -1.46, -0.87], [4.77, -2.13, -0.68], [7.25, -1.04, 2.42], [6.70, 0.56, 2.90], [7.56, 0.35, 1.38], [7.43, 2.31, -0.69], [7.33, 1.93, -2.42], [7.48, 0.63, -1.23], [4.88, 4.06, -1.28], [3.46, 3.30, -1.97], [4.95, 3.39, -2.91], [4.76, -0.66, -2.54], [5.11, 0.70, -3.61], [3.50, 0.49, -2.94], [6.79, 2.91, 1.84], [5.85, 4.27, 2.45], [6.18, 4.12, 0.72], [4.58, 1.52, 3.76], [2.89, 1.62, 3.27], [3.75, 3.08, 3.75], [4.02, 5.47, 1.38], [2.16, 6.96, 0.68], [0.08, 5.89, -0.24], [-0.03, 3.45, -0.39], [-3.02, 3.40, -2.09], [-3.99, 2.27, -1.72], [-3.96, 1.29, -2.90], [-5.41, 2.85, -1.62], [-3.53, 1.39, -0.08], [-1.26, 1.11, -0.23], [-3.76, 2.47, 1.48], [-2.91, 2.00, 2.67], [-3.34, 3.93, 1.21], [-5.24, 2.47, 1.91], [-4.20, -0.38, 0.08], [-5.72, -0.42, -0.19], [-3.52, -1.39, -0.86], [-3.97, -0.91, 1.51], [-3.38, 3.88, -3.00], [-2.02, 3.03, -2.29], [-2.94, 4.18, -1.33], [-4.15, 1.85, -3.82], [-4.72, 0.51, -2.82], [-2.99, 0.80, -3.01], [-5.69, 3.26, -2.60], [-5.48, 3.67, -0.91], [-6.16, 2.11, -1.35], [-1.85, 2.04, 2.45], [-3.15, 0.99, 3.01], [-3.10, 2.68, 3.51], [-2.30, 4.00, 0.89], [-3.43, 4.49, 2.14], [-3.97, 4.43, 0.47], [-5.57, 1.49, 2.24], [-5.91, 2.81, 1.12], [-5.36, 3.15, 2.75], [-5.96, -0.19, -1.23], [-6.29, 0.26, 0.45], [-6.08, -1.43, 0.01], [-3.65, -1.15, -1.92], [-3.97, -2.37, -0.69], [-2.45, -1.48, -0.66], [-4.55, -0.37, 2.26], [-2.91, -0.86, 1.79], [-4.27, -1.96, 1.54], [-4.87, -4.92, 2.19], [-4.13, -4.88, 0.87], [-4.81, -5.23, -0.29], [-4.16, -5.21, -1.52], [-2.84, -4.82, -1.60], [-2.15, -4.46, -0.44], [-0.83, -4.00, -0.49], [0.16, -4.38, -1.37], [0.11, -5.63, -2.02], [1.13, -6.02, -2.86], [2.23, -5.21, -3.10], [2.29, -3.98, -2.46], [1.28, -3.55, -1.60], [1.45, -2.22, -0.98], [2.41, -1.48, -1.36], [0.65, -1.79, -0.07], [-2.79, -4.49, 0.80], [-2.00, -4.11, 2.03], [-5.90, -5.23, 2.03], [-4.88, -3.95, 2.69], [-4.41, -5.63, 2.88], [-5.85, -5.53, -0.23], [-4.70, -5.48, -2.42], [-2.34, -4.76, -2.56], [-0.60, -3.15, 0.02], [-0.72, -6.29, -1.84], [1.07, -6.99, -3.34], [3.03, -5.53, -3.75], [3.12, -3.31, -2.62], [-1.11, -4.73, 2.12], [-2.59, -4.20, 2.94], [-1.65, -3.07, 1.98]], "mulliken_charge": [1.542, -1.106, 0.158, -0.779, -1.120, 1.187, -0.221, -1.022, -1.133, -0.965, -0.624, -1.170, -1.293, -0.018, -0.462, -0.610, -0.721, -0.587, 0.729, 0.402, 0.222, 0.269, 0.402, 0.297, -0.085, 0.374, 0.269, 0.307, 0.289, 0.394, 0.303, 0.243, 0.202, 0.451, 0.184, 0.446, 0.243, 0.330, 0.406, 0.357, 0.351, 0.251, 0.369, 0.384, 0.430, 0.439, 0.493, -1.818, 2.498, -2.013, -1.793, -0.776, -0.115, 2.433, -1.753, -1.996, -1.685, 2.763, -1.920, -1.121, -1.556, 0.557, 0.290, 0.323, 0.627, 0.320, 0.287, 0.550, 0.308, 0.280, 0.223, 0.342, 0.576, 0.188, 0.625, 0.318, 0.314, 0.273, 0.518, 0.327, 0.360, 0.504, 0.186, 0.021, 0.063, 0.438, 0.287, -0.048, -1.784, 1.501, -1.054, -1.144, -0.273, -0.349, 0.272, 0.728, -0.688, -0.548, -1.007, -0.546, 0.004, 1.480, -0.995, -1.102, 1.145, -1.909, 0.390, 0.334, 0.397, 0.350, 0.388, 0.679, -0.035, 0.505, 0.383, 0.435, 0.436, 0.400, 0.425, 0.167], "energy_ev": -153110.3543, "lumo_ev": 0.218, "gap_ha": 0.27845, "spin_multiplicity": 1}